(1)
Entry from OMol25: a molecular structure, C20H20N6O7V in a non-equilibrium geometry (wB97M-V/def2-TZVPD).

Charge: 0
Gap between HOMO and LUMO (spin up / spin down): 8.18 / 8.31 eV
2S+1: 2
ΔE to the lowest compared entry with this formula, charge and spin: 0.0 kJ/mol

CARTESIAN COORDINATES (ANGSTROEM)
N 1.702 0.622 2.263
H 2.919 2.719 -2.509
O 1.713 0.175 3.377
H -4.135 3.891 2.246
C 3.996 -0.898 0.149
C -1.924 -2.296 4.031
H 1.667 2.602 -4.884
H -0.845 -0.667 3.111
O -3.025 -1.434 -3.386
C -1.457 -1.534 2.909
O -2.189 -1.215 -1.431
O 0.478 -1.670 -0.534
H 3.497 -1.097 1.085
H -3.762 0.110 0.242
C 5.183 -0.440 -2.272
H 6.885 0.196 -1.201
V -0.557 -0.616 0.026
H -1.805 -2.046 5.075
C -2.651 -3.434 3.730
H -1.477 0.564 -2.993
C 0.074 1.625 -3.993
H -0.448 1.680 -4.937
C -3.529 3.147 1.749
H -5.168 1.826 1.530
C -1.360 2.254 0.955
H 5.821 -0.054 0.962
H 2.031 1.448 -0.764
O 2.451 1.514 1.911
H 3.213 -1.005 -3.047
C -4.106 1.916 1.354
C -2.867 -3.831 2.435
H -3.530 -4.648 2.195
O -3.960 -2.346 -1.752
N 3.261 -1.060 -0.978
C -0.484 0.978 -2.897
O 0.753 0.279 1.455
H -0.286 2.370 0.953
N 0.212 0.833 -1.679
H -3.151 -3.956 4.533
H -1.656 4.162 1.768
N -1.566 -1.928 1.578
C -3.322 0.963 0.736
C 1.997 2.204 -2.735
N -1.976 1.084 0.523
C 5.285 -0.443 0.109
H -2.488 -3.315 0.396
C 3.836 -0.834 -2.182
C -2.127 3.217 1.543
C 1.317 2.224 -3.935
C 1.447 1.458 -1.672
C -2.309 -3.069 1.432
N -3.045 -1.682 -2.185
H 5.567 -0.316 -3.273
C 5.895 -0.227 -1.121



(2)
Entry from OMol25: a single C20H20O5 molecule in a non-equilibrium geometry (wB97M-V/def2-TZVPD).

Charge: 0
Gap between HOMO and LUMO: 8.44 eV
Structure (SMILES): COc1cccc2c1[C@@H](O)c1ccc3c(c1C2=O)[C@@H](O)C[C@@](C)(O)C3
ΔE to the lowest compared entry with this formula, charge and spin: 367.1 kJ/mol

CARTESIAN COORDINATES (ANGSTROEM)
C 2.980 -1.699 -1.708
C 0.069 -0.047 0.141
H -2.062 5.441 2.017
C 0.861 -1.128 -0.403
H 0.620 -3.321 -2.811
C 0.574 1.006 1.051
O 3.025 -4.015 -0.796
C -2.239 3.505 1.320
H 3.194 -3.437 0.022
H 2.575 -1.215 1.637
H 2.763 -2.960 -3.851
C -2.317 1.071 0.433
C -1.612 2.311 0.917
O -3.537 3.628 1.524
O 2.851 -1.708 0.775
H -3.618 2.072 3.000
C 0.171 -2.273 -0.994
H 2.660 -0.985 -2.552
O -3.271 1.480 -0.552
C -1.327 -0.074 0.074
C 0.922 -3.414 -1.730
H -5.043 2.258 1.962
H 1.688 3.466 1.764
C 2.429 -3.187 -1.811
H 2.707 -4.544 -3.446
H 0.625 -4.428 -1.402
C -0.159 2.185 1.216
H -1.519 -3.358 -0.995
C -4.246 2.788 2.425
H -2.882 0.809 1.273
H -3.413 2.434 -0.472
H 0.351 5.579 2.054
H -2.960 -1.405 -0.416
C 2.348 -1.120 -0.409
C -1.158 -2.387 -0.770
H 4.069 -1.651 -1.665
C 3.010 -3.623 -3.109
C -1.889 -1.272 -0.402
C -0.139 4.592 1.805
H 2.834 -0.037 -0.437
O 1.627 0.848 1.653
H -4.754 3.547 3.171
C 0.587 3.399 1.622
H 4.092 -3.758 -2.934
C -1.486 4.628 1.811



(3)
Entry from OMol25: a molecular structure, C20H21BN6Os in a non-equilibrium geometry (wB97M-V/def2-TZVPD).

Charge: +2
Gap between HOMO and LUMO (spin up / spin down): 6.96 / 4.37 eV
2S+1: 5
ΔE to the lowest compared entry with this formula, charge and spin: 688.4 kJ/mol

CARTESIAN COORDINATES (ANGSTROEM)
H -5.858 -0.943 -3.367
H -5.152 -0.677 -0.775
C 1.447 -2.364 -2.597
H 2.322 0.259 5.575
N -3.293 -0.050 -1.575
H -2.754 -3.161 3.422
H -1.210 0.850 3.128
C 0.653 -1.506 -3.348
C 0.689 0.810 2.122
H 2.102 -3.142 -2.957
N -2.746 -0.021 -2.845
N -0.203 1.687 -1.030
H -1.081 0.421 -4.231
H -0.123 0.390 5.389
H 2.651 1.325 0.135
C 4.090 0.264 3.613
C 0.486 0.515 4.493
C 2.988 0.688 1.033
C 0.220 3.657 -2.069
C -0.217 2.726 -3.017
H -2.777 -2.140 1.947
C -4.548 -0.482 -1.655
C -3.296 -2.945 2.490
C -4.899 -0.636 -3.010
N 0.471 -0.874 -1.243
H -3.616 -0.318 -4.810
H -0.258 2.771 -4.096
C 1.229 -2.004 -1.263
C -3.742 -0.324 -3.737
C 2.715 0.465 3.492
H 1.528 -2.476 -0.334
C 4.402 0.381 1.206
H 4.504 0.143 4.607
C -0.127 0.773 3.245
H 0.526 4.672 -2.250
H 5.964 -0.015 2.644
C 1.854 0.407 4.606
H 0.366 3.362 0.145
N -0.050 -0.701 -2.517
H -4.267 -2.656 2.708
Os 1.267 0.127 0.493
C 2.119 0.654 2.195
C 4.906 0.202 2.493
H 5.041 0.235 0.325
C 0.164 2.977 -0.842
H -3.309 -3.849 1.867
N -0.578 1.596 -2.359
H 0.575 -1.386 -4.422
B -1.170 0.318 -3.024



(4)
Entry from OMol25: a molecular structure, C20H21Br2CuN7Se (wB97M-V/def2-TZVPD).

Charge: +2
Gap between HOMO and LUMO (spin up / spin down): 7.57 / 4.29 eV
2S+1: 2
ΔE to the lowest compared entry with this formula, charge and spin: 0.0 kJ/mol

CARTESIAN COORDINATES (ANGSTROEM)
C -2.938 5.771 1.230
C -0.696 2.773 1.259
C -2.475 -5.020 0.410
Cu 0.834 0.989 -0.482
C 0.718 -6.707 0.044
C -3.164 4.678 3.367
Br -0.266 0.327 -2.651
H 3.763 -0.840 3.104
C -1.697 3.744 1.706
H -3.079 -5.906 0.570
H -1.734 5.504 -1.081
H -2.342 -1.028 -2.544
H 5.488 -1.975 1.706
C -2.268 3.705 2.981
H 1.430 -7.519 0.005
H -3.611 4.645 4.353
C 4.641 -1.484 1.243
N -1.491 4.770 -0.438
C -3.490 5.716 2.490
H 3.283 -0.751 -1.752
C -2.051 4.773 0.844
N -0.259 2.822 -0.078
C 3.686 -0.850 2.024
H -0.337 3.837 -1.858
C -2.172 0.023 -2.376
H -2.824 -4.498 -0.474
H -1.982 2.904 3.652
Se -0.072 -2.782 -0.200
C 3.419 -0.799 -0.678
N -0.224 1.920 2.121
H 2.456 -4.379 -1.353
H -2.687 0.636 -3.097
H -4.181 6.489 2.803
N 0.680 1.078 1.524
H -1.296 -7.556 0.475
H 2.807 -4.328 0.380
C 1.627 0.568 2.190
H -2.554 -4.364 1.269
H 1.750 0.737 3.259
Br -2.774 0.471 -0.619
H 5.242 -1.929 -0.779
C -0.634 -6.726 0.277
C -0.022 -4.615 -0.041
C 2.447 -4.950 -0.433
N 1.077 -5.416 -0.144
C -0.669 3.797 -0.829
N 2.508 -0.170 0.064
C 2.634 -0.199 1.406
N -1.071 -5.445 0.224
H -3.190 6.576 0.548
H 3.084 -5.821 -0.538
C 4.506 -1.465 -0.133



(5)
Entry from OMol25: a molecular structure, C20H21BrMnN4O7 in a non-equilibrium geometry (wB97M-V/def2-TZVPD).

Charge: 0
Gap between HOMO and LUMO (spin up / spin down): 8.44 / 8.84 eV
2S+1: 6
ΔE to the lowest compared entry with this formula, charge and spin: 145.2 kJ/mol

CARTESIAN COORDINATES (ANGSTROEM)
C -3.834 -2.844 -1.732
H -1.078 2.742 -1.607
H 2.258 3.077 -1.171
O -3.911 -2.581 1.122
C -2.842 -2.326 0.617
N 2.924 6.428 1.768
C 2.727 4.667 0.116
C -3.013 1.253 0.457
C -2.468 -2.434 -3.642
H -4.724 -3.202 -1.390
N -1.901 1.127 -0.335
H 1.864 -4.255 -0.699
C 2.369 -2.466 1.094
H 1.402 2.203 2.902
C -1.449 -2.098 -2.793
N -2.783 3.143 -0.592
C -3.676 -2.874 -3.095
C -2.759 -2.421 -0.964
C 0.355 -4.825 0.782
O 0.943 0.353 1.472
H 3.082 5.395 -0.651
H -3.398 0.438 1.097
C 1.269 1.135 0.525
H 0.685 -4.729 1.818
H 0.157 -3.743 -1.014
H -0.714 -4.561 0.902
H 0.399 -5.824 0.368
H 2.063 4.448 3.541
C 2.522 5.068 1.438
H 2.757 -3.484 1.238
C 0.922 -3.869 -0.198
H -3.012 3.988 -1.021
O 2.816 7.255 0.895
O 1.122 0.877 -0.715
O 3.137 6.633 2.961
O -1.746 -1.862 1.133
H 3.768 -2.132 -0.489
Br 0.290 -1.580 -3.394
N -1.577 -2.079 -1.481
C 3.481 -1.595 0.445
C 2.144 4.209 2.473
H 3.039 -0.665 -0.024
O 1.174 -2.554 0.248
C 2.278 3.356 -0.180
C 1.796 2.886 2.169
H 2.039 -2.070 2.004
C 1.855 2.467 0.842
C -3.642 2.450 0.222
H -4.481 -3.204 -3.718
H 4.375 -1.275 1.034
C -1.794 2.307 -0.964
Mn -0.300 -0.891 0.205
H -4.497 2.988 0.707
H -2.415 -2.449 -4.725



(6)
Entry from OMol25: a single C20H21F3N2O3S molecule in a non-equilibrium geometry (wB97M-V/def2-TZVPD).

Charge: 0
Gap between HOMO and LUMO: 9.72 eV
Structure (SMILES): CS(=O)(=O)c1ccc(CCN2C[C@H](N)[C@@H](c3cc(F)c(F)cc3F)CC2=O)cc1
ΔE to the lowest compared entry with this formula, charge and spin: 153.9 kJ/mol

CARTESIAN COORDINATES (ANGSTROEM)
H 1.895 2.120 -1.803
C 1.515 1.378 -1.087
H 0.443 -1.756 -1.288
H -1.742 2.832 1.774
C 1.205 2.185 0.141
C 1.048 -2.550 -3.121
C 0.937 2.278 2.611
C -0.083 1.351 3.304
C 2.539 0.608 1.510
F 1.709 -3.278 -5.300
C -2.962 1.306 0.849
N 1.495 1.632 1.405
H 0.470 0.531 3.742
H 3.515 1.019 1.410
C -3.238 -0.053 0.732
C -1.526 -0.550 2.358
F 4.103 0.260 -3.292
H 2.486 0.158 2.530
H 0.551 1.019 -1.427
H 3.446 -2.133 -0.248
S -4.456 -0.625 -0.510
H -6.194 0.772 0.399
O -4.271 -2.070 -0.741
C 2.519 0.227 -0.965
C 2.375 -0.510 0.433
H 1.738 2.512 3.313
C 2.899 -1.518 -4.303
C 3.095 -0.642 -3.244
H 3.497 -1.437 -5.173
C -1.958 1.754 1.725
C 2.273 -0.727 -2.117
H 3.284 -2.069 1.412
H -2.755 -2.020 1.384
H 3.556 0.641 -0.964
H -0.957 -1.231 2.949
H -0.546 1.924 4.115
F 0.139 -3.542 -2.999
C 1.866 -2.445 -4.235
H 0.450 3.251 2.393
C -2.528 -0.977 1.478
N 3.410 -1.519 0.573
C 1.179 -1.639 -2.081
O 0.640 3.291 0.000
C -6.091 -0.299 0.204
H -3.543 1.992 0.229
H 1.350 -0.930 0.498
C -1.226 0.814 2.463
O -4.389 0.156 -1.751
H -6.251 -0.814 1.133
H -6.910 -0.673 -0.418



(7)
Entry from OMol25: a single C20H21FN2O4S2 molecule in a non-equilibrium geometry (wB97M-V/def2-TZVPD).

Charge: 0
Gap between HOMO and LUMO: 8.77 eV
Structure (SMILES): O=C(N[C@H]1CCSc2ccccc21)c1ccc(F)c(S(=O)(=O)N2CCOCC2)c1
ΔE to the lowest compared entry with this formula, charge and spin: 9.9 kJ/mol

CARTESIAN COORDINATES (ANGSTROEM)
C 5.335 -2.341 -1.704
C 5.398 -2.252 -0.321
H 6.222 -2.196 -2.301
O 0.969 -1.943 3.196
H -0.042 -3.975 0.798
H -3.170 -0.368 -1.201
F -1.339 3.899 2.678
H -0.944 2.337 -2.398
H -3.590 0.616 0.231
H 6.335 -2.036 0.170
C -0.467 0.703 1.261
C 0.225 -3.288 -1.209
C -3.349 0.647 -0.831
C -1.798 1.663 -2.379
H -0.529 -3.951 -1.635
O -3.246 3.100 0.578
S -1.971 2.714 0.056
C 0.426 0.866 3.487
C 4.254 -2.447 0.426
H -0.650 0.166 0.344
S 1.516 -3.154 -2.493
H 0.015 2.707 4.525
H -5.377 0.659 -1.612
H 4.066 -2.689 -3.394
C 0.270 0.149 2.304
C -1.023 1.959 1.392
N -2.116 1.400 -0.986
H 1.240 -4.817 -0.090
H -4.731 2.265 -1.149
C 3.031 -2.730 -0.175
C 2.975 -2.805 -1.565
H 4.292 -2.385 1.504
C 1.820 -2.904 0.702
H -0.218 -2.302 -1.063
C -4.493 1.298 -1.614
N 1.238 -1.600 0.981
H -3.183 3.285 -2.658
H -2.806 2.389 -4.164
C 0.777 -3.844 0.088
O -4.141 1.479 -2.969
H 1.233 -0.926 0.232
H 2.123 -3.308 1.675
C -0.109 2.133 3.621
C -0.826 2.671 2.562
O -1.137 3.697 -0.564
H 0.976 0.411 4.297
H -1.536 0.709 -2.850
C 0.857 -1.228 2.222
C -2.995 2.292 -3.094
C 4.133 -2.616 -2.319



(8)
Entry from OMol25: a single C20H21FN4O4S molecule (wB97M-V/def2-TZVPD).

Charge: 0
Gap between HOMO and LUMO: 8.21 eV
Structure (SMILES): Cn1c(=O)c(=O)n(C)c2cc(N3CCCC3)c(NS(=O)(=O)c3ccc(F)cc3)cc21

CARTESIAN COORDINATES (ANGSTROEM)
H -3.878 2.366 -2.395
H 5.361 -0.912 0.290
N 2.057 2.465 0.286
H -1.172 -2.057 -0.722
C 0.241 -0.704 -0.208
O 5.602 2.465 -0.095
C -5.560 1.224 0.323
F -6.194 2.766 -1.333
C 3.321 2.993 0.265
C 0.383 -3.680 0.658
H 0.403 -5.838 0.915
O -2.823 -2.123 1.193
C 5.268 -0.166 -0.500
N 1.004 -2.976 -0.461
H 1.058 -3.673 1.528
C 1.999 -3.897 -0.973
C 0.967 3.363 0.612
H -4.778 -0.212 1.723
H -0.345 1.293 0.137
H -6.516 1.353 0.805
C 2.863 0.240 -0.191
C 0.213 -5.109 0.129
H 0.307 3.495 -0.247
H 2.346 -3.571 -1.954
C 1.302 -1.622 -0.323
C 1.799 1.126 0.043
C -4.601 0.364 0.829
C 2.596 -1.117 -0.358
C -3.109 0.935 -0.978
H 0.722 -5.324 -1.975
C -5.270 1.930 -0.833
C 0.495 0.637 0.001
H -0.560 -3.228 0.965
H 1.413 4.322 0.871
H 6.170 0.444 -0.524
N 4.160 0.729 -0.232
S -2.181 -0.869 0.915
C -3.390 0.229 0.176
H -0.800 -5.265 -0.236
O -1.531 -0.176 1.984
C 4.462 2.052 -0.037
H 2.864 -3.992 -0.298
H 5.138 -0.658 -1.464
N -1.089 -1.127 -0.336
H -2.160 0.799 -1.470
H 1.901 -6.073 -0.898
C -4.060 1.799 -1.495
O 3.532 4.169 0.479
H 3.413 -1.804 -0.490
H 0.401 2.978 1.460
C 1.233 -5.222 -1.019